1.
The following is a quantum chemistry calculation of 2 unconnected molecules or ions with the total composition C4H6N2S in a non-equilibrium geometry, from the Open Molecules 2025 dataset.

The energy above the lowest of the compared OMol25 structures with the same formula, charge and spin is 723.54 kJ/mol. The calculation puts the gap between HOMO and LUMO (spin up / spin down) at 0.151 / 0.153 Ha.

The geometry in ORCA input format:
```
! wB97M-V def2-TZVPD RIJCOSX def2/J DEFGRID3
* xyz 0 1
C 1.890 0.141 -0.779
C 1.356 1.103 0.005
C 0.934 -0.968 -0.759
C 0.038 0.662 0.544
N -0.105 -0.667 -0.089
N -1.090 -1.552 0.240
S -3.525 -0.003 -0.580
H 2.773 0.126 -1.234
H 1.918 1.946 0.428
H -0.060 0.494 1.579
H -0.659 1.411 0.220
H -2.009 -1.264 -0.268
H -0.643 -2.426 -0.106
*
```

2.
The following is a quantum chemistry calculation of a molecular structure, C3H16B2ClHfO3S in a non-equilibrium geometry, from the Open Molecules 2025 dataset.

The calculation puts the gap between HOMO and LUMO at 0.282 Ha.

The geometry in ORCA input format:
```
! wB97M-V def2-TZVPD RIJCOSX def2/J DEFGRID3
* xyz 1 1
Hf -17.815 3.522 3.816
B -18.567 2.008 4.946
H -19.146 2.442 4.145
H -17.565 2.402 4.885
H -18.961 2.278 5.913
H -18.533 0.930 4.912
B -18.719 2.932 2.305
H -19.133 2.618 1.359
H -17.925 3.605 2.021
H -19.472 3.346 2.957
H -18.185 2.103 2.743
Cl -16.223 2.065 3.453
O -18.176 -0.387 1.856
S -16.869 0.010 1.332
O -15.636 -0.295 2.124
O -16.829 -0.663 -0.146
C -15.633 -0.422 -0.823
C -15.515 -1.250 -2.109
C -17.067 1.787 0.889
H -14.707 -0.343 -0.252
H -15.836 0.599 -1.147
H -15.545 -2.333 -1.987
H -14.596 -0.971 -2.625
H -16.332 -0.945 -2.763
H -16.211 2.313 0.467
H -17.404 2.268 1.807
H -17.812 2.077 0.148
*
```

3.
The following is a quantum chemistry calculation of 2 unconnected molecules or ions with the total composition C6H14, from the Open Molecules 2025 dataset.

The energy above the lowest of the compared OMol25 structures with the same formula, charge and spin is 170.44 kJ/mol. The calculation puts the gap between HOMO and LUMO at 0.399 Ha.

The geometry in ORCA input format:
```
! wB97M-V def2-TZVPD RIJCOSX def2/J DEFGRID3
* xyz 0 1
C 0.121 -1.621 -2.791
C 0.335 -0.610 -1.953
C 0.507 -0.748 -0.462
C 0.047 0.455 0.369
C 0.491 0.336 1.828
C 0.171 1.569 2.669
H 0.046 -1.469 -3.865
H 0.014 -2.645 -2.435
H -2.219 -0.341 -1.970
H 0.431 0.399 -2.358
H -2.812 0.018 -1.702
H 1.577 -0.900 -0.263
H 0.000 -1.658 -0.116
H -1.046 0.562 0.318
H 0.466 1.378 -0.059
H 0.026 -0.551 2.280
H 1.575 0.155 1.851
H 0.648 2.463 2.250
H 0.529 1.450 3.698
H -0.908 1.756 2.711
*
```

4.
The following is a quantum chemistry calculation of a gas-phase ion, C5H10NOS (charge -1) in a non-equilibrium geometry, from the Open Molecules 2025 dataset.

The energy above the lowest of the compared OMol25 structures with the same formula, charge and spin is 55.35 kJ/mol. The calculation puts the gap between HOMO and LUMO at 0.225 Ha.

The geometry in ORCA input format:
```
! wB97M-V def2-TZVPD RIJCOSX def2/J DEFGRID3
* xyz -1 1
C 0.317 -0.859 1.231
C 1.656 -1.532 0.964
S 1.723 -2.385 -0.665
C 0.195 0.543 0.703
N -0.432 0.780 -0.480
C -0.899 -0.275 -1.375
C -0.966 2.106 -0.679
O 0.580 1.476 1.398
H -0.384 -1.598 0.877
H 0.148 -0.795 2.310
H 1.868 -2.241 1.758
H 2.481 -0.823 0.916
H -1.984 -0.328 -1.335
H -0.508 -1.239 -1.039
H -0.422 -0.129 -2.351
H -0.258 2.822 -0.284
H -1.161 2.265 -1.745
H -1.955 2.214 -0.204
*
```

5.
The following is a quantum chemistry calculation of a single C6H13NO2 molecule in a non-equilibrium geometry, from the Open Molecules 2025 dataset.

The energy above the lowest of the compared OMol25 structures with the same formula, charge and spin is 433.34 kJ/mol. The calculation puts the gap between HOMO and LUMO at 0.324 Ha.

The geometry in ORCA input format:
```
! wB97M-V def2-TZVPD RIJCOSX def2/J DEFGRID3
* xyz 0 1
C -0.471 1.564 1.376
C -1.452 -0.755 1.130
C -0.579 0.318 0.536
C -0.618 0.529 -0.932
O -1.382 -0.266 -1.828
H -2.093 -0.762 -1.400
H -0.628 1.573 -1.256
H -0.146 1.333 2.392
H 0.223 2.290 0.948
H -1.162 -0.969 2.160
H -2.493 -0.410 1.128
H -1.464 2.028 1.425
H -1.421 -1.672 0.539
C 1.283 -1.184 -1.779
C 1.073 -0.031 -0.831
O 2.021 0.508 1.196
N 1.089 -0.415 0.540
H 2.505 -0.096 1.778
H 1.661 0.856 -1.087
H 0.988 -0.923 -2.796
H 2.346 -1.446 -1.761
H 0.718 -2.069 -1.478
*
```

6.
The following is a quantum chemistry calculation of 2 unconnected molecules or ions with the total composition C18H26NO in a non-equilibrium geometry, from the Open Molecules 2025 dataset.

The energy above the lowest of the compared OMol25 structures with the same formula, charge and spin is 0.00 kJ/mol. The calculation puts the gap between HOMO and LUMO at 0.165 Ha.

The geometry in ORCA input format:
```
! wB97M-V def2-TZVPD RIJCOSX def2/J DEFGRID3
* xyz 1 1
C -3.491 -2.209 1.333
O -2.287 -1.840 2.041
C -1.777 -0.654 1.898
C -0.654 -0.262 2.679
C -0.111 1.019 2.424
C 0.981 1.462 3.152
C 1.536 0.643 4.145
C 1.001 -0.629 4.411
C -0.086 -1.094 3.690
H -3.754 -3.195 1.714
H -4.304 -1.495 1.528
H -3.295 -2.256 0.253
H -2.244 0.047 1.187
H -0.602 1.625 1.662
H 1.396 2.451 2.952
H 2.389 1.001 4.719
H 1.444 -1.250 5.192
H -0.532 -2.074 3.878
C -0.591 3.263 -2.258
C -1.560 2.089 -2.346
C -1.042 0.859 -1.610
N 0.353 0.551 -1.883
C 0.782 -0.685 -1.527
C 0.040 -1.835 -1.458
C 0.851 -3.018 -1.081
C 2.317 -2.476 -1.069
C 2.231 -0.944 -1.160
C 1.319 1.633 -2.014
C 0.774 2.832 -2.783
H -0.972 4.101 -2.848
H -0.502 3.599 -1.216
H -2.538 2.347 -1.928
H -1.721 1.825 -3.399
H -1.182 0.995 -0.519
H -1.656 -0.006 -1.890
H -1.018 -1.907 -1.694
H 0.587 -3.388 -0.080
H 0.745 -3.864 -1.769
H 2.869 -2.810 -0.188
H 2.841 -2.858 -1.948
H 2.947 -0.538 -1.889
H 2.462 -0.490 -0.180
H 1.661 1.960 -1.015
H 2.207 1.259 -2.542
H 0.687 2.568 -3.845
H 1.499 3.650 -2.716
*
```

7.
The following is a quantum chemistry calculation of 2 unconnected molecules or ions with the total composition C11H14ClNS in a non-equilibrium geometry, from the Open Molecules 2025 dataset.

The energy above the lowest of the compared OMol25 structures with the same formula, charge and spin is 220.49 kJ/mol. The calculation puts the gap between HOMO and LUMO at 0.331 Ha.

The geometry in ORCA input format:
```
! wB97M-V def2-TZVPD RIJCOSX def2/J DEFGRID3
* xyz 0 1
C -1.589 2.507 -3.756
C -0.370 1.809 -3.659
C -2.528 2.410 -2.678
C -0.078 1.127 -2.514
C -2.216 1.697 -1.565
C -0.941 1.154 -1.446
C -0.694 0.428 -0.195
C 2.084 -2.526 1.843
C 1.997 -0.195 2.595
C 0.048 -1.904 2.924
C 1.378 -1.573 2.448
N -0.182 -0.695 0.071
S 0.418 -1.884 -0.950
Cl -1.162 1.328 1.193
H -1.829 2.932 -4.655
H 0.336 1.768 -4.519
H -3.347 3.002 -2.813
H 1.002 0.765 -2.388
H -2.851 1.649 -0.671
H 3.008 -2.377 1.529
H 1.730 -3.484 1.865
H 0.831 -2.504 0.086
H 1.196 0.490 2.225
H 2.970 -0.203 2.030
H 2.097 0.068 3.641
H -0.472 -0.900 3.091
H -0.805 -2.503 2.395
H -0.031 -2.387 3.872
*
```